Entry from the Open Molecules 2025 dataset: 2 unconnected molecules or ions with the total composition C3H8NS (ωB97M-V/def2-TZVPD).

The calculation puts the HOMO-LUMO gap at 6.35 eV. For the molar mass, the calculation gives 90.17 g/mol. The multiplicity is 1. Its charge is -1. For the calculated total energy, the calculation gives -15565.9804 eV. For the energy above the lowest of the compared OMol25 structures with the same formula, charge and spin, the calculation gives 1.062 eV.

Each line ends with the Löwdin charge.
Cartesian coordinates (Å):
1 C -0.87 -1.33 -2.00  -0.753
2 S -1.43 -1.68 -0.32  0.048
3 H 0.21 -1.16 -1.99  -0.026
4 H -1.35 -0.42 -2.40  -0.016
5 H -1.06 -2.13 -2.71  -0.025
6 C 2.31 2.18 1.29  -0.077
7 C 1.14 1.94 0.70  -0.320
8 N 0.31 0.86 0.99  0.015
9 H 2.68 1.62 2.14  0.031
10 H 2.96 2.89 0.79  0.019
11 H 0.84 2.48 -0.19  0.089
12 H 0.45 0.54 1.94  0.065
13 H -0.06 0.14 0.35  -0.050



Entry from the Open Molecules 2025 dataset: 4 unconnected molecules or ions with the total composition C22H49N4O3PS (ωB97M-V/def2-TZVPD).

The calculation puts the HOMO-LUMO gap at 8.87 eV. For the molar mass, the calculation gives 480.70 g/mol. The multiplicity is 1. The SMILES is [H]/N=C/C[PH2](S)Cc1ccccc1C.COC[C@@H](C)N.COC[C@@H](C)N.COC[C@@H](C)N. For the calculated total energy, the calculation gives -55832.5967 eV. For the energy above the lowest of the compared OMol25 structures with the same formula, charge and spin, the calculation gives 0.000 eV.

Each line ends with the Löwdin charge.
Cartesian coordinates (Å):
1 C 0.13 3.46 -0.84  -0.035
2 C -0.14 2.96 0.55  -0.240
3 C -0.29 3.91 1.56  -0.046
4 C -0.55 3.54 2.87  -0.077
5 C -0.66 2.19 3.19  -0.081
6 C -0.53 1.24 2.19  -0.069
7 C -0.28 1.61 0.86  -0.239
8 C -0.22 0.56 -0.23  -0.311
9 P 0.72 -0.93 0.28  0.630
10 S -1.18 -2.13 0.79  0.284
11 C 2.43 -0.19 -0.27  -0.327
12 C 3.44 -0.23 0.81  -0.349
13 N 3.89 0.83 1.35  0.083
14 H 0.60 4.44 -0.79  0.081
15 H 0.82 2.83 -1.39  0.066
16 H -0.81 3.56 -1.39  0.073
17 H -0.20 4.96 1.31  0.112
18 H -0.66 4.29 3.64  0.101
19 H -0.85 1.88 4.20  0.102
20 H -0.60 0.20 2.47  0.063
21 H -1.21 0.22 -0.50  0.050
22 H 0.24 0.97 -1.12  0.064
23 H 0.91 -1.99 -0.61  -0.014
24 H 1.19 -1.13 1.58  -0.023
25 H -1.90 -1.37 1.62  -0.254
26 H 2.35 0.83 -0.64  0.070
27 H 2.79 -0.80 -1.10  0.060
28 H 3.75 -1.22 1.14  0.104
29 H 4.56 0.59 2.09  0.037
30 C -4.26 3.23 -2.45  -0.065
31 C -3.72 2.27 -1.39  -0.431
32 C -4.71 1.17 -0.97  -0.204
33 O -5.75 1.61 -0.12  -0.184
34 C -6.85 2.22 -0.77  -0.108
35 N -3.22 3.04 -0.25  0.067
36 H -4.93 3.97 -2.02  0.066
37 H -3.44 3.77 -2.92  0.072
38 H -4.80 2.69 -3.24  0.079
39 H -2.86 1.75 -1.83  0.127
40 H -4.16 0.43 -0.39  0.120
41 H -5.13 0.66 -1.85  0.122
42 H -7.05 1.76 -1.74  0.090
43 H -6.69 3.30 -0.91  0.075
44 H -7.72 2.09 -0.13  0.087
45 H -2.74 2.42 0.39  0.063
46 H -4.02 3.39 0.27  0.080
47 C 1.39 -4.40 3.47  -0.066
48 C 1.87 -3.24 4.34  -0.429
49 C 1.74 -3.48 5.85  -0.211
50 O 0.42 -3.40 6.35  -0.187
51 C -0.38 -4.55 6.18  -0.104
52 N 1.18 -2.02 3.91  0.042
53 H 0.31 -4.43 3.40  0.062
54 H 1.78 -4.29 2.46  0.071
55 H 1.74 -5.36 3.86  0.078
56 H 2.94 -3.10 4.14  0.133
57 H 2.30 -2.70 6.37  0.122
58 H 2.19 -4.45 6.12  0.120
59 H 0.22 -5.46 6.28  0.090
60 H -0.88 -4.56 5.22  0.077
61 H -1.13 -4.54 6.97  0.087
62 H 1.58 -1.21 4.39  0.080
63 H 0.22 -2.07 4.25  0.075
64 C 3.18 -1.36 -6.54  -0.070
65 C 3.64 -0.22 -5.63  -0.434
66 C 3.42 -0.49 -4.13  -0.216
67 O 2.08 -0.36 -3.69  -0.213
68 C 1.25 -1.48 -3.95  -0.101
69 N 3.03 1.03 -6.08  0.040
70 H 2.10 -1.35 -6.67  0.065
71 H 3.63 -1.25 -7.52  0.076
72 H 3.47 -2.33 -6.14  0.078
73 H 4.72 -0.12 -5.75  0.135
74 H 3.98 0.27 -3.57  0.123
75 H 3.82 -1.47 -3.84  0.121
76 H 1.81 -2.42 -3.87  0.094
77 H 0.79 -1.41 -4.93  0.077
78 H 0.46 -1.48 -3.20  0.077
79 H 3.43 1.81 -5.57  0.072
80 H 2.05 1.01 -5.80  0.069



Entry from the Open Molecules 2025 dataset: a molecular structure, C23H35ClCoN2O4S (ωB97M-V/def2-TZVPD).

The calculation puts the HOMO-LUMO gap (spin up / spin down) at 6.86 / 7.43 eV. For the molar mass, the calculation gives 530.00 g/mol. The multiplicity is 2. For the calculated total energy, the calculation gives -96567.4003 eV. For the energy above the lowest of the compared OMol25 structures with the same formula, charge and spin, the calculation gives 0.237 eV.

Each line ends with the Löwdin charge.
Cartesian coordinates (Å):
1 Co 0.45 0.98 0.24  0.529
2 C -0.18 -0.67 1.55  -0.063
3 C 0.13 -1.34 0.30  -0.124
4 C 1.50 -1.07 0.01  -0.124
5 C 1.98 -0.27 1.09  -0.052
6 C 0.96 -0.05 2.06  -0.257
7 C 1.11 0.57 3.43  -0.553
8 C -0.13 1.39 3.79  -0.042
9 C 2.34 1.47 3.48  -0.038
10 C 1.27 -0.56 4.45  -0.041
11 C 2.44 -1.41 -1.17  -0.513
12 C 2.52 -2.91 -1.48  -0.048
13 C 2.11 -0.61 -2.45  -0.043
14 C 3.87 -0.97 -0.79  -0.069
15 C -0.89 -2.32 -0.28  -0.512
16 C -0.55 -3.72 0.28  -0.029
17 C -2.31 -2.00 0.24  -0.058
18 C -0.99 -2.38 -1.81  -0.034
19 H -1.12 -0.73 2.07  0.113
20 H 2.99 0.07 1.21  0.112
21 H -0.30 2.20 3.07  0.067
22 H -0.01 1.84 4.78  0.089
23 H -1.03 0.76 3.82  0.080
24 H 2.29 2.26 2.72  0.076
25 H 3.26 0.90 3.32  0.087
26 H 2.41 1.95 4.46  0.090
27 H 0.38 -1.20 4.47  0.085
28 H 1.42 -0.15 5.45  0.086
29 H 2.13 -1.19 4.20  0.090
30 H 1.60 -3.31 -1.90  0.053
31 H 2.75 -3.48 -0.57  0.092
32 H 3.32 -3.09 -2.20  0.087
33 H 1.10 -0.79 -2.80  0.057
34 H 2.80 -0.88 -3.26  0.092
35 H 2.22 0.46 -2.25  0.074
36 H 4.23 -1.51 0.09  0.096
37 H 3.93 0.10 -0.60  0.086
38 H 4.54 -1.20 -1.63  0.089
39 H -0.51 -3.68 1.37  0.094
40 H 0.41 -4.08 -0.08  0.069
41 H -1.33 -4.43 -0.01  0.091
42 H -2.39 -2.14 1.32  0.083
43 H -3.01 -2.69 -0.24  0.090
44 H -2.61 -0.99 -0.01  0.063
45 H -0.07 -2.69 -2.29  0.053
46 H -1.30 -1.42 -2.23  0.075
47 H -1.76 -3.11 -2.08  0.090
48 O 2.15 4.30 0.91  -0.287
49 Cl 1.20 3.64 0.06  0.744
50 O 0.71 4.49 -0.98  -0.295
51 O 0.08 3.10 0.87  -0.374
52 O 1.81 2.40 -0.53  -0.374
53 N -5.36 3.14 -2.77  0.089
54 C -4.50 2.31 -3.38  -0.838
55 S -4.73 1.72 -4.89  0.687
56 C -3.32 1.94 -2.52  -0.220
57 C -3.43 1.84 -1.15  0.004
58 C -2.32 1.48 -0.40  -0.101
59 N -1.14 1.22 -0.95  0.022
60 C -1.02 1.36 -2.28  -0.070
61 C -2.08 1.69 -3.10  -0.004
62 H -6.15 3.46 -3.29  0.101
63 H -5.10 3.65 -1.94  0.107
64 H -4.38 2.00 -0.64  0.121
65 H -2.38 1.40 0.68  0.128
66 H -0.03 1.18 -2.69  0.111
67 H -1.95 1.77 -4.17  0.107



Entry from the Open Molecules 2025 dataset: a gas-phase ion, CH4N2P (charge +1) (ωB97M-V/def2-TZVPD).

The calculation puts the HOMO-LUMO gap at 10.05 eV. For the molar mass, the calculation gives 75.03 g/mol. The multiplicity is 1. Its charge is +1. The SMILES is C#[N+]PN. For the calculated total energy, the calculation gives -13362.0530 eV. For the energy above the lowest of the compared OMol25 structures with the same formula, charge and spin, the calculation gives 0.447 eV.

Each line ends with the Löwdin charge.
Cartesian coordinates (Å):
1 C -1.86 0.88 -0.23  0.222
2 N -1.17 0.01 0.06  -0.082
3 N 1.33 -0.11 -0.01  -0.300
4 P 0.16 -1.17 -0.19  0.847
5 H -2.41 1.70 -0.58  0.112
6 H 2.12 -0.10 0.76  0.134
7 H 1.82 0.30 -0.92  0.122
8 H 0.02 -1.50 1.10  -0.054